Entry 1:
The following is a quantum chemistry calculation of C52H42Cl2N7ReS3Sb as an isolated structure, from the Open Molecules 2025 dataset.

CARTESIAN COORDINATES (ANGSTROEM)
Re 0.857 -1.214 1.788
N -0.801 -0.901 4.897
C 0.373 -0.255 4.837
N 1.145 -0.261 3.773
C 2.354 0.370 4.022
C 2.486 0.904 5.249
S 1.066 0.585 6.179
C 3.292 0.354 2.905
C 4.572 0.754 2.873
S 5.217 0.552 1.284
C 3.713 -0.109 0.752
N 2.789 -0.152 1.700
N 3.499 -0.447 -0.526
H -1.148 -1.290 4.024
H -1.458 -0.676 5.621
H 3.310 1.463 5.656
H 5.168 1.156 3.674
H 4.288 -0.609 -1.130
H 2.661 -1.004 -0.718
C 3.423 5.538 -2.694
C 3.331 4.202 -3.052
C 2.645 3.311 -2.234
C 2.040 3.739 -1.054
C 2.143 5.086 -0.705
C 2.829 5.978 -1.517
Sb 0.902 2.283 0.055
C -0.980 3.204 -0.401
C -1.745 2.600 -1.397
C -2.971 3.132 -1.776
C -3.460 4.267 -1.142
C -2.707 4.875 -0.145
C -1.471 4.352 0.215
C 1.294 3.164 1.973
C 2.604 3.558 2.254
C 2.945 4.079 3.495
C 1.977 4.210 4.482
C 0.673 3.811 4.221
C 0.335 3.288 2.978
H 3.955 6.235 -3.327
H 3.794 3.852 -3.967
H 2.588 2.266 -2.518
H 1.685 5.447 0.209
H 2.898 7.021 -1.234
H -1.387 1.699 -1.886
H -3.543 2.658 -2.565
H -4.418 4.682 -1.429
H -3.079 5.765 0.346
H -0.893 4.850 0.985
H 3.371 3.474 1.491
H 3.964 4.392 3.687
H 2.236 4.624 5.448
H -0.088 3.908 4.987
H -0.691 2.991 2.792
C 0.837 -1.805 -0.096
C 0.778 -2.121 -1.308
C 0.722 -2.504 -2.609
C -0.379 -3.350 -3.075
C -1.273 -3.921 -2.154
C -2.337 -4.696 -2.576
C -2.546 -4.931 -3.932
C -1.669 -4.377 -4.853
C -0.601 -3.598 -4.434
C 1.814 -2.056 -3.512
C 2.169 -0.707 -3.580
C 3.225 -0.286 -4.378
C 3.946 -1.206 -5.128
C 3.599 -2.550 -5.073
C 2.546 -2.970 -4.275
H -1.104 -3.761 -1.094
H -3.004 -5.130 -1.841
H -3.377 -5.541 -4.262
H -1.820 -4.547 -5.913
H 0.059 -3.162 -5.174
H 1.598 0.011 -3.002
H 3.478 0.765 -4.426
H 4.766 -0.879 -5.753
H 4.156 -3.277 -5.651
H 2.289 -4.021 -4.226
N -2.188 -1.144 -0.016
C -2.528 -0.066 0.672
S -1.535 0.575 1.894
N -3.675 0.577 0.349
C -4.755 0.093 -0.428
C -5.148 -1.242 -0.396
C -6.227 -1.658 -1.164
C -6.933 -0.753 -1.941
C -6.556 0.582 -1.944
C -5.469 1.006 -1.198
H -1.349 -1.641 0.260
H -2.728 -1.476 -0.798
H -3.748 1.506 0.732
H -4.634 -1.948 0.243
H -6.524 -2.698 -1.135
H -7.774 -1.085 -2.535
H -7.104 1.300 -2.540
H -5.164 2.044 -1.204
Cl -2.738 -4.106 2.068
C -1.256 -4.681 2.797
C -1.221 -5.986 3.248
C -0.068 -6.488 3.832
C 1.044 -5.665 3.941
C 0.987 -4.368 3.472
Cl 2.421 -3.387 3.612
C -0.165 -3.798 2.885
N -0.243 -2.507 2.476
H -2.104 -6.600 3.138
H -0.035 -7.506 4.194
H 1.963 -6.025 4.381

For the HOMO energy (alpha / beta), the calculation gives -0.206 / -0.233 hartree. As for the spin multiplicity: 4. The calculation puts the gap between HOMO and LUMO (alpha / beta) at 5.76 / 6.20 eV. For the energy relative to the best compared isomer or geometry (same formula, charge and spin), the calculation gives 0.0 kcal/mol. The total energy is -4823.48983 a.u. The expectation value of S² is 3.82.


Entry 2:
The following is a quantum chemistry calculation of C52H43Cl5GeN4O4PRuS2 as an isolated structure at a distorted geometry, from the Open Molecules 2025 dataset.

CARTESIAN COORDINATES (ANGSTROEM)
Ru -0.146 0.243 -0.411
C -2.334 -3.805 5.434
C -2.326 -2.465 5.786
C -1.732 -1.528 4.962
C -1.145 -1.905 3.753
C -1.139 -3.266 3.424
C -1.728 -4.201 4.251
C -0.582 -0.963 2.786
C -1.244 0.218 2.356
C -2.500 0.703 2.785
C -3.233 1.520 1.942
C -2.760 2.165 0.811
N -0.608 0.922 1.412
C -1.177 3.424 -1.019
C -1.036 2.643 -2.115
C -1.375 2.994 -3.478
C -1.489 1.834 -4.159
C -1.131 0.765 -3.255
C -0.961 -0.604 -3.573
C -1.872 -1.354 -4.404
C -1.754 -2.754 -4.450
C -2.630 -3.522 -5.184
C -3.671 -2.927 -5.878
C -3.855 -1.557 -5.778
C -2.980 -0.780 -5.046
C 0.220 -1.200 -3.036
N 0.790 -0.814 -1.868
C 2.026 -1.385 -1.796
C 2.811 -1.494 -0.630
C 4.221 -1.871 -0.832
C 4.791 -3.047 -0.357
C 6.123 -3.327 -0.607
C 6.900 -2.451 -1.344
C 6.338 -1.283 -1.832
C 5.008 -1.002 -1.588
C 2.249 -1.382 0.643
C 2.750 -1.986 1.843
C 1.720 -2.006 2.731
C 0.631 -1.296 2.133
N 0.987 -0.908 0.884
C 2.276 -2.095 -3.004
C 1.135 -2.021 -3.755
N -0.816 1.281 -2.054
C -1.227 4.848 -0.963
C -2.118 5.521 -0.119
C -2.168 6.900 -0.118
C -1.339 7.640 -0.950
C -0.424 6.984 -1.764
C -0.354 5.606 -1.761
H -2.812 -4.533 6.074
H -2.782 -2.142 6.712
H -1.711 -0.498 5.276
H -0.719 -3.570 2.476
H -1.729 -5.245 3.965
H -2.982 0.276 3.650
H -4.297 1.589 2.139
H -1.536 3.998 -3.821
H -1.712 1.728 -5.203
H -0.988 -3.236 -3.866
H -2.510 -4.597 -5.205
H -4.342 -3.527 -6.476
H -4.699 -1.092 -6.269
H -3.187 0.270 -4.948
H 4.177 -3.753 0.181
H 6.553 -4.246 -0.237
H 7.938 -2.678 -1.544
H 6.934 -0.595 -2.415
H 4.561 -0.097 -1.976
H 3.737 -2.386 1.976
H 1.701 -2.420 3.721
H 3.180 -2.625 -3.232
H 0.969 -2.438 -4.730
H -2.779 4.952 0.516
H -2.863 7.398 0.542
H -1.391 8.722 -0.951
H 0.237 7.549 -2.409
H 0.374 5.086 -2.370
C 0.086 1.654 5.428
C 1.029 2.381 4.484
C 2.242 2.942 5.226
O 0.408 3.498 3.881
P -1.082 3.572 3.189
S -2.465 3.886 4.598
S -1.042 2.350 0.663
O -0.910 5.017 2.483
C 0.234 5.801 2.184
C 0.730 6.515 3.436
C 1.342 5.019 1.489
H 0.578 0.780 5.851
H -0.792 1.344 4.867
H -0.236 2.321 6.226
H 1.361 1.688 3.695
H 1.903 3.624 6.004
H 2.885 3.487 4.538
H 2.813 2.137 5.680
H -0.156 6.548 1.479
H 1.131 5.794 4.140
H -0.102 7.032 3.909
H 1.500 7.237 3.175
H 1.850 4.362 2.188
H 2.062 5.717 1.066
H 0.924 4.415 0.687
Cl -4.478 -3.081 -0.686
C -3.939 -1.896 0.508
Cl -3.860 -2.632 2.108
C -2.571 -1.340 0.046
O -1.558 -2.025 0.091
O -2.635 -0.162 -0.379
H -4.676 -1.092 0.543
Cl -4.396 4.071 -1.725
Ge -4.055 2.128 -0.760
Cl -6.016 1.692 0.086
Cl -4.169 0.910 -2.539

For the HOMO energy (alpha / beta), the calculation gives -0.142 / -0.151 hartree. As for the spin multiplicity: 5. The calculation puts the gap between HOMO and LUMO (alpha / beta) at 5.16 / 4.46 eV. For the energy relative to the best compared isomer or geometry (same formula, charge and spin), the calculation gives 130.9 kcal/mol. The total energy is -8137.91725 a.u. The expectation value of S² is 6.25. As for the total charge: -1.